Entry 1:
Here is a cluster of 7 separate species, C42H80NO15S6 in total at a distorted geometry from the OMol25 dataset. Energies are from ωB97M-V with the def2-TZVPD basis set.

Its multiplicity is 2. The HOMO-LUMO gap (alpha / beta) is 7.720 / 7.855 eV. The value obtained for the total energy is -5220.57404 a.u.

Geometry (Å):
C  -0.06  0.96  2.50
C  -0.51  1.24  1.25
C  -1.97  1.62  1.03
C  -2.20  2.51  -0.22
C  -3.61  2.26  -0.87
C  -4.74  1.77  0.06
C  -5.08  2.69  1.25
C  -5.93  3.88  0.85
O  -5.49  4.98  0.83
O  -7.22  3.57  0.58
C  -7.74  4.15  -0.64
C  -6.77  4.21  -1.81
C  -2.19  4.04  0.11
C  -0.80  4.65  0.45
C  -0.89  6.18  0.09
C  -0.61  4.62  1.99
N  0.33  4.08  -0.29
O  1.27  3.59  0.43
C  -0.03  3.32  -1.51
C  1.23  2.55  -1.95
C  -0.28  4.34  -2.66
C  -1.17  2.29  -1.37
H  0.78  1.50  2.93
H  -0.56  0.15  3.03
H  0.21  1.13  0.44
H  -2.52  0.67  0.97
H  -2.25  2.18  1.91
H  -3.94  3.15  -1.42
H  -3.47  1.47  -1.62
H  -4.54  0.72  0.34
H  -5.65  1.71  -0.55
H  -5.71  2.11  1.92
H  -4.23  3.02  1.85
H  -8.17  5.12  -0.39
H  -8.57  3.50  -0.93
H  -7.33  4.44  -2.71
H  -6.09  5.04  -1.64
H  -6.24  3.27  -1.99
H  -2.54  4.51  -0.81
H  -2.87  4.31  0.91
H  -0.02  6.43  -0.53
H  -1.76  6.43  -0.51
H  -0.81  6.81  0.97
H  -1.45  5.18  2.39
H  -0.57  3.61  2.40
H  0.27  5.21  2.23
H  2.10  3.21  -1.96
H  1.06  2.15  -2.94
H  1.45  1.72  -1.27
H  -1.17  4.92  -2.42
H  -0.37  3.78  -3.59
H  0.62  4.96  -2.72
H  -0.72  1.30  -1.36
H  -1.73  2.32  -2.31
C  -3.89  -1.93  5.03
C  -4.71  -3.04  4.37
C  -5.49  -2.41  3.21
S  -4.52  -1.00  2.66
O  -5.27  0.20  2.92
O  -3.97  -1.28  1.36
C  -3.24  -1.16  3.89
H  -3.15  -2.32  5.72
H  -4.55  -1.26  5.59
H  -4.03  -3.81  3.98
H  -5.38  -3.53  5.08
H  -5.62  -3.10  2.38
H  -6.46  -2.04  3.54
H  -2.88  -0.17  4.18
H  -2.42  -1.73  3.44
C  0.05  -0.48  9.40
C  0.74  -0.28  8.04
C  -0.17  -0.89  6.97
S  -1.84  -0.77  7.62
O  -2.34  -2.11  7.84
O  -2.58  0.19  6.85
C  -1.40  -0.06  9.19
H  0.53  0.11  10.18
H  0.10  -1.53  9.69
H  0.87  0.79  7.85
H  1.73  -0.74  8.02
H  -0.11  -0.35  6.03
H  0.05  -1.95  6.81
H  -2.07  -0.43  9.96
H  -1.49  1.02  9.10
C  4.41  -2.12  -3.55
C  3.93  -2.23  -5.01
C  2.54  -1.60  -5.08
S  2.48  -0.36  -3.78
O  1.50  -0.77  -2.80
O  2.46  0.95  -4.37
C  4.11  -0.69  -3.13
H  5.46  -2.36  -3.46
H  3.85  -2.83  -2.93
H  4.62  -1.69  -5.66
H  3.91  -3.27  -5.35
H  2.36  -1.11  -6.04
H  1.75  -2.33  -4.89
H  4.10  -0.55  -2.05
H  4.80  0.01  -3.59
C  9.23  -6.24  -3.40
C  8.76  -6.35  -4.86
C  7.36  -5.71  -4.93
S  7.31  -4.48  -3.63
O  6.33  -4.88  -2.65
O  7.30  -3.16  -4.22
C  8.94  -4.80  -2.98
H  10.29  -6.47  -3.31
H  8.68  -6.93  -2.78
H  9.45  -5.80  -5.51
H  8.74  -7.38  -5.20
H  7.19  -5.23  -5.89
H  6.58  -6.44  -4.74
H  8.94  -4.67  -1.89
H  9.63  -4.10  -3.45
C  9.46  -3.97  3.39
C  10.73  -3.52  2.64
C  11.10  -4.65  1.67
S  9.57  -5.49  1.25
O  9.63  -6.83  1.76
O  9.23  -5.21  -0.13
C  8.52  -4.51  2.32
H  9.01  -3.15  3.94
H  9.72  -4.76  4.10
H  10.51  -2.61  2.09
H  11.54  -3.31  3.33
H  11.56  -4.26  0.76
H  11.77  -5.37  2.13
H  7.73  -5.14  2.72
H  8.09  -3.71  1.72
C  -6.74  1.90  -5.46
C  -7.70  1.25  -4.47
C  -9.11  1.77  -4.78
S  -9.12  2.17  -6.53
O  -9.29  3.59  -6.68
O  -9.95  1.23  -7.24
C  -7.40  1.77  -6.83
H  -5.75  1.43  -5.45
H  -6.61  2.96  -5.21
H  -7.67  0.16  -4.60
H  -7.42  1.46  -3.44
H  -9.87  1.02  -4.59
H  -9.33  2.68  -4.23
H  -6.99  2.45  -7.58
H  -7.35  0.74  -7.19

=====

Entry 2:
Here is a cluster of 2 separate species, C4H8O2 in total at a distorted geometry from the OMol25 dataset. Energies are from ωB97M-V with the def2-TZVPD basis set.

The HOMO-LUMO gap is 10.524 eV. The value obtained for the total energy is -307.64904 a.u. Its structure (SMILES) is C=CC.O=CO.

Geometry (Å):
C  -0.54  -0.32  -1.88
C  -0.59  0.91  -1.41
C  0.53  1.91  -1.50
H  -1.39  -0.98  -1.87
H  0.39  -0.71  -2.28
H  -1.52  1.30  -1.02
H  1.50  1.47  -1.34
H  0.42  2.51  -2.41
H  0.37  2.66  -0.71
O  -0.57  -1.50  2.26
C  -0.16  -0.60  1.59
O  1.09  -0.64  1.00
H  -0.66  0.32  1.28
H  1.75  -0.80  1.68

=====

Entry 3:
Here is an isolated molecule of C6H12O from the OMol25 dataset. Energies are from ωB97M-V with the def2-TZVPD basis set.

The HOMO-LUMO gap is 10.476 eV. The value obtained for the total energy is -311.05271 a.u. Its structure (SMILES) is CCCCC(C)=O.

Geometry (Å):
C  0.12  1.89  0.19
C  -1.25  1.22  0.31
C  -1.32  -0.20  -0.24
C  -0.49  -1.24  0.53
C  1.02  -1.09  0.47
C  1.68  -1.13  -0.89
O  1.69  -1.01  1.48
H  0.86  1.41  0.85
H  0.07  2.94  0.48
H  0.50  1.85  -0.84
H  -1.57  1.22  1.36
H  -1.99  1.83  -0.24
H  -1.04  -0.21  -1.30
H  -2.37  -0.54  -0.21
H  -0.72  -2.24  0.13
H  -0.77  -1.24  1.59
H  2.65  -0.63  -0.84
H  1.07  -0.67  -1.68
H  1.85  -2.18  -1.16

=====

Entry 4:
Here is a cluster of 10 separate species, C41H99N3O10 in total at a distorted geometry from the OMol25 dataset. Energies are from ωB97M-V with the def2-TZVPD basis set.

The HOMO-LUMO gap is 8.819 eV. The value obtained for the total energy is -2537.96445 a.u. Its structure (SMILES) is CC1(C)CCCC(C)(C)N1O.CC1(C)CCCC(C)(C)N1O.CC1(C)CCCC(C)(C)N1O.CCO.CCO.CCO.CCO.CCO.CCO.CCO.

Geometry (Å):
C  -5.56  -3.34  1.71
C  -4.07  -3.04  1.49
C  -3.92  -2.42  0.09
C  -3.70  -2.01  2.54
C  -2.17  -1.86  2.68
C  -1.56  -3.22  3.04
C  -1.87  -4.34  2.00
C  -1.12  -4.11  0.64
C  -1.52  -5.72  2.60
N  -3.32  -4.28  1.82
O  -3.71  -5.20  0.84
H  -5.71  -3.68  2.77
H  -6.15  -2.43  1.64
H  -5.87  -4.15  1.01
H  -4.13  -3.24  -0.71
H  -4.70  -1.66  -0.06
H  -2.99  -1.89  -0.06
H  -4.17  -1.07  2.35
H  -4.00  -2.34  3.50
H  -1.73  -1.40  1.79
H  -1.97  -1.14  3.48
H  -2.10  -3.50  3.96
H  -0.45  -3.20  3.22
H  -1.52  -3.15  0.18
H  -1.42  -4.88  -0.04
H  -0.03  -3.98  0.71
H  -0.44  -5.81  2.76
H  -1.78  -6.59  2.00
H  -1.96  -5.83  3.59
H  -4.17  -5.90  1.34
C  -1.67  -1.01  -5.47
C  -0.44  -1.68  -4.91
C  0.89  -1.06  -5.52
C  -0.39  -1.36  -3.44
C  0.65  -2.24  -2.65
C  0.21  -3.71  -2.79
C  0.18  -4.23  -4.27
C  1.65  -4.49  -4.63
C  -0.74  -5.46  -4.45
N  -0.60  -3.18  -5.10
O  -0.46  -3.51  -6.48
H  -2.52  -1.35  -4.84
H  -1.64  0.02  -5.18
H  -1.88  -1.22  -6.54
H  1.77  -1.63  -5.18
H  0.78  -1.24  -6.60
H  0.99  0.08  -5.34
H  -0.15  -0.26  -3.34
H  -1.37  -1.64  -3.03
H  1.71  -2.10  -2.96
H  0.62  -2.00  -1.57
H  -0.82  -3.83  -2.31
H  0.90  -4.41  -2.28
H  2.34  -3.69  -4.19
H  1.80  -4.37  -5.70
H  1.84  -5.46  -4.21
H  -0.83  -5.87  -5.47
H  -1.76  -5.23  -4.23
H  -0.55  -6.25  -3.72
H  0.46  -3.51  -6.72
C  3.09  2.46  3.78
C  4.02  1.43  3.16
C  5.02  2.19  2.34
C  4.86  0.70  4.19
C  4.09  -0.50  4.85
C  3.54  -1.42  3.83
C  2.72  -0.73  2.74
C  2.53  -1.74  1.59
C  1.34  -0.40  3.37
N  3.41  0.45  2.30
O  2.74  1.04  1.18
H  2.35  2.07  4.46
H  3.63  3.30  4.22
H  2.59  2.87  2.88
H  4.65  2.96  1.74
H  5.72  2.72  3.03
H  5.65  1.52  1.73
H  5.72  0.32  3.63
H  5.11  1.44  5.01
H  4.84  -1.08  5.49
H  3.30  -0.13  5.47
H  2.88  -2.17  4.34
H  4.40  -2.00  3.45
H  3.50  -1.93  1.14
H  1.86  -1.29  0.88
H  2.19  -2.68  1.97
H  1.30  -0.35  4.46
H  0.56  -1.16  3.09
H  0.95  0.57  3.06
H  1.90  1.41  1.54
C  -0.26  5.39  -5.41
C  0.32  4.14  -4.76
O  0.08  4.20  -3.37
H  -1.29  5.52  -5.21
H  -0.14  5.43  -6.47
H  0.21  6.31  -5.00
H  1.43  4.12  -4.87
H  -0.12  3.24  -5.22
H  -0.87  4.22  -3.28
C  -4.53  6.34  -1.88
C  -3.16  6.13  -2.41
O  -2.98  4.73  -2.86
H  -4.75  7.30  -1.44
H  -4.74  5.56  -1.14
H  -5.32  6.15  -2.62
H  -2.32  6.34  -1.73
H  -2.97  6.79  -3.21
H  -3.29  4.29  -2.07
C  -4.99  0.80  4.27
C  -3.78  1.34  3.52
O  -4.12  2.74  3.32
H  -5.06  1.07  5.33
H  -5.01  -0.25  4.15
H  -5.87  1.20  3.77
H  -3.64  0.84  2.54
H  -2.88  1.25  4.10
H  -3.30  3.19  3.17
C  4.28  -0.61  -2.02
C  4.97  -1.95  -1.82
O  5.88  -2.27  -2.89
H  3.55  -0.62  -1.17
H  3.71  -0.75  -2.92
H  4.90  0.26  -2.02
H  4.20  -2.73  -1.67
H  5.39  -1.95  -0.80
H  6.37  -3.07  -2.67
C  3.35  3.61  -1.88
C  2.55  4.08  -0.70
O  1.10  4.09  -0.90
H  4.40  3.67  -1.59
H  3.23  4.23  -2.83
H  3.13  2.59  -2.08
H  2.78  5.13  -0.43
H  2.64  3.44  0.19
H  0.79  4.35  -1.78
C  -0.16  0.66  0.23
C  -0.81  1.73  1.06
O  0.18  2.72  1.39
H  0.49  0.13  0.92
H  0.48  1.05  -0.64
H  -0.91  -0.04  -0.15
H  -1.14  1.31  2.01
H  -1.64  2.22  0.52
H  0.27  3.36  0.66
C  -0.06  5.03  4.40
C  -0.73  3.71  4.52
O  -1.51  3.45  3.36
H  -0.76  5.78  3.94
H  0.83  5.05  3.75
H  0.32  5.33  5.38
H  -1.37  3.71  5.33
H  0.00  2.92  4.74
H  -0.89  3.37  2.64

=====

Entry 5:
Here is a structure of composition C9H26ClINOP2W at a distorted geometry from the OMol25 dataset. Energies are from ωB97M-V with the def2-TZVPD basis set.

Its multiplicity is 3. The HOMO-LUMO gap (alpha / beta) is 7.137 / 4.519 eV. The value obtained for the total energy is -1995.01664 a.u. Its charge is +3.

Geometry (Å):
C  1.09  -0.98  1.99
I  -0.97  -0.99  2.31
H  1.37  -0.52  1.05
H  1.44  -2.01  2.04
H  1.54  -0.43  2.80
W  -0.53  1.27  -2.17
P  -0.52  -0.99  -2.14
C  -0.44  -2.50  -1.16
C  -2.27  -0.87  -2.64
H  -2.39  -1.79  -3.23
H  -0.17  -2.37  -4.09
H  -2.53  0.00  -3.26
H  0.42  -0.70  -4.45
H  -1.47  -2.72  -0.85
H  -2.94  -0.92  -1.78
C  0.36  -1.49  -3.69
H  -0.05  -3.24  -1.87
H  1.39  -1.78  -3.42
H  0.22  -2.33  -0.31
P  -0.09  2.37  -0.26
C  0.08  2.57  1.47
C  0.95  3.78  -0.94
H  -2.13  2.96  -1.69
H  -1.76  4.03  -0.26
H  -2.57  2.44  0.00
C  -1.82  2.98  -0.61
H  0.90  3.88  -2.04
H  0.62  4.72  -0.45
H  0.46  3.60  1.64
H  0.79  1.84  1.86
H  2.00  3.56  -0.67
H  -0.89  2.44  1.97
Cl  1.12  1.77  -3.63
C  2.53  -3.68  5.96
C  1.57  -3.12  4.95
N  0.66  -2.24  5.43
O  1.63  -3.41  3.75
H  2.18  -3.53  6.99
H  3.49  -3.19  5.79
H  2.67  -4.75  5.76
H  -0.07  -1.88  4.81
H  0.52  -2.12  6.42

=====

Entry 6:
Here is an isolated molecule of C18H30N4O2S at a distorted geometry from the OMol25 dataset. Energies are from ωB97M-V with the def2-TZVPD basis set.

The HOMO-LUMO gap is 9.474 eV. The value obtained for the total energy is -1471.61413 a.u. Its structure (SMILES) is CC(C)Cc1nnc(NC(=O)CCC(=O)NC2CCCCCCC2)s1.

Geometry (Å):
C  -6.05  -1.51  -1.71
C  -6.74  -1.33  -0.36
C  -8.20  -1.77  -0.44
C  -6.67  0.14  0.08
C  -5.27  0.59  0.29
N  -4.67  1.47  -0.40
N  -3.41  1.70  -0.05
C  -3.01  0.99  0.94
N  -1.77  1.01  1.51
C  -0.63  1.69  1.13
O  0.35  1.60  1.83
C  -0.73  2.49  -0.13
C  0.63  3.06  -0.53
C  1.56  1.90  -0.88
O  1.37  1.20  -1.85
N  2.60  1.74  -0.04
C  3.50  0.60  -0.11
C  3.30  -0.29  1.13
C  3.20  -1.79  0.82
C  4.25  -2.34  -0.15
C  5.70  -2.29  0.32
C  6.33  -0.90  0.49
C  6.01  0.10  -0.63
C  4.93  1.13  -0.27
S  -4.25  -0.10  1.56
H  -5.01  -1.20  -1.66
H  -6.08  -2.55  -2.01
H  -6.54  -0.91  -2.47
H  -6.22  -1.94  0.39
H  -8.68  -1.67  0.53
H  -8.25  -2.82  -0.74
H  -8.74  -1.17  -1.16
H  -7.22  0.26  1.02
H  -7.11  0.79  -0.68
H  -1.66  0.44  2.35
H  -1.47  3.28  0.00
H  -1.10  1.84  -0.93
H  1.05  3.66  0.28
H  0.51  3.68  -1.42
H  2.61  2.27  0.82
H  3.20  0.06  -1.02
H  2.36  0.00  1.61
H  4.09  -0.10  1.85
H  3.26  -2.34  1.76
H  2.22  -1.98  0.38
H  4.15  -1.84  -1.11
H  4.00  -3.40  -0.32
H  6.29  -2.84  -0.42
H  5.79  -2.83  1.27
H  6.05  -0.48  1.45
H  7.41  -1.05  0.52
H  5.72  -0.42  -1.54
H  6.91  0.67  -0.85
H  5.21  1.64  0.66
H  4.91  1.88  -1.06

=====

Entry 7:
Here is a cluster of 2 separate species, C3H8OS in total at a distorted geometry from the OMol25 dataset. Energies are from ωB97M-V with the def2-TZVPD basis set.

The HOMO-LUMO gap (alpha / beta) is 7.846 / 7.847 eV. The value obtained for the total energy is -592.40530 a.u.

Geometry (Å):
C  -0.76  0.12  -0.65
C  -1.54  1.35  -0.90
C  0.93  1.61  0.93
O  2.00  0.46  -1.82
S  0.43  0.08  0.54
H  -1.02  -0.91  -0.74
H  -1.97  1.63  -0.03
H  -0.88  2.10  -1.11
H  -2.14  1.09  -1.82
H  2.13  0.88  -0.91
H  1.70  1.69  1.72
H  0.13  2.36  0.92
H  1.10  0.13  -1.83

=====

Entry 8:
Here is a cluster of 4 separate species, C4H15NO3 in total at a distorted geometry from the OMol25 dataset. Energies are from ωB97M-V with the def2-TZVPD basis set.

Its multiplicity is 2. The HOMO-LUMO gap (alpha / beta) is 10.765 / 6.008 eV. The value obtained for the total energy is -441.46555 a.u. Its charge is +1.

Geometry (Å):
C  0.21  0.03  -1.06
C  -0.50  0.69  0.10
C  -1.73  0.40  0.50
C  1.49  1.11  1.35
N  0.33  1.75  0.73
H  0.61  0.80  -1.81
H  -0.49  -0.75  -1.50
H  1.15  -0.24  -0.72
H  -2.38  -0.42  0.12
H  -2.27  0.92  1.24
H  2.34  0.79  0.71
H  1.19  0.15  1.91
H  2.07  1.78  1.86
H  -0.25  2.21  1.42
H  -1.05  -2.96  -0.08
H  -2.26  -3.75  -0.14
O  -1.74  -3.00  -0.60
H  1.12  -2.63  0.96
H  0.25  -2.32  2.08
O  0.29  -2.82  1.27
H  0.72  2.25  -3.33
H  0.22  2.96  -2.10
O  0.66  3.04  -2.92

=====

Entry 9:
Here is an isolated molecule of C3H5BrO at a distorted geometry from the OMol25 dataset. Energies are from ωB97M-V with the def2-TZVPD basis set.

The HOMO-LUMO gap is 10.011 eV. The value obtained for the total energy is -2766.49611 a.u. Its structure (SMILES) is C=C[C@@H](O)Br.

Geometry (Å):
C  1.72  -0.15  -0.23
C  0.45  -0.49  -0.32
C  -0.64  0.27  0.28
O  -1.75  0.37  -0.56
Br  -1.40  -0.89  1.90
H  2.44  -0.42  -0.88
H  1.99  0.77  0.14
H  0.18  -1.49  -0.80
H  -0.32  1.25  0.64
H  -2.66  0.78  -0.17

=====

Entry 10:
Here is an isolated molecule of C5H6O from the OMol25 dataset. Energies are from ωB97M-V with the def2-TZVPD basis set.

The HOMO-LUMO gap (alpha / beta) is 7.436 / 7.433 eV. The value obtained for the total energy is -269.15456 a.u.

Geometry (Å):
C  2.28  0.29  0.69
C  1.54  -0.81  0.13
C  0.22  -0.66  -0.13
C  -0.66  0.44  0.28
C  -1.85  0.78  -0.52
O  -1.97  -0.04  0.61
H  3.35  -0.01  0.68
H  1.98  -1.78  -0.15
H  -0.31  -1.46  -0.65
H  -0.25  1.18  0.96
H  -2.02  0.30  -1.49
H  -2.28  1.78  -0.41

=====

Entry 11:
Here is the ion C3H2NO3 with charge -1 from the OMol25 dataset. Energies are from ωB97M-V with the def2-TZVPD basis set.

The HOMO-LUMO gap is 7.749 eV. The value obtained for the total energy is -396.02468 a.u. Its charge is -1. Its structure (SMILES) is O=c1cc([O-])[nH]o1.

Geometry (Å):
O  -2.46  -0.48  0.00
C  -1.26  -0.22  0.00
C  -0.11  -0.99  0.00
C  1.03  -0.16  0.00
O  2.25  -0.38  0.00
N  0.53  1.13  0.00
O  -0.87  1.15  0.00
H  -0.09  -2.06  0.00
H  0.99  2.02  0.00